# 1
C6H8O2 | ωB97M-V with the def2-TZVPD basis set

XYZ file:
```
16
C6H8O2 (ωB97M-V with the def2-TZVPD basis set)
C 0.14 1.88 0.15
C -0.97 1.40 -0.54
C -1.43 0.11 -0.34
C -0.60 -0.75 0.36
O -0.80 -2.12 0.31
C 0.51 -0.30 1.06
C 0.80 1.06 1.05
H 0.40 2.90 -0.05
H -1.50 2.13 -1.14
H -2.35 -0.22 -0.81
H -1.75 -2.30 0.39
H 1.02 -1.03 1.67
H 1.50 1.48 1.77
H 1.32 -2.10 -1.48
H 2.06 -0.93 -0.79
O 1.64 -1.20 -1.61
```

Summary:
E_HOMO   -8.79 eV
Total charge   0
LUMO energy   0.77 eV
Energy relative to the best compared isomer or geometry (same formula, charge and spin)   10.1 kcal/mol
HOMO-LUMO gap   9.56 eV
M   112.1 g/mol

natural (NBO) population analysis, charges in e, atoms 1 to 4:
1 C -0.243
2 C -0.174
3 C -0.284
4 C 0.317

---

# 2
C3H9NO3 | ωB97M-V with the def2-TZVPD basis set

XYZ file:
```
16
C3H9NO3 (ωB97M-V with the def2-TZVPD basis set)
C -0.47 -0.01 0.11
C -1.14 -0.30 1.48
O -1.95 0.85 1.74
C 1.01 -0.05 0.13
N 1.67 -0.53 -0.89
O 1.72 0.20 1.16
H -0.82 0.95 -0.29
H -0.94 -0.76 -0.50
H -1.81 -1.16 1.42
H -0.43 -0.47 2.30
H -2.33 0.81 2.62
H 2.68 -0.40 -0.92
H 1.25 -0.77 -1.80
H -1.01 0.58 -2.85
H -0.85 -0.74 -3.49
O -0.35 -0.13 -2.94
```

Summary:
E_HOMO (spin up / spin down)   -14.27 / -14.17 eV
Total charge   +1
LUMO energy (spin up / spin down)   -4.20 / -9.41 eV
Energy relative to the best compared isomer or geometry (same formula, charge and spin)   21.7 kcal/mol
HOMO-LUMO gap (spin up / spin down)   10.07 / 4.76 eV
M   107.1 g/mol
2S+1   2

natural (NBO) population analysis, charges in e, atoms 1 to 4:
1 C -0.558
2 C -0.054
3 O -0.712
4 C 0.611

---

# 3
C33H79N9O11SZn | ωB97M-V with the def2-TZVPD basis set

XYZ file:
```
134
C33H79N9O11SZn (ωB97M-V with the def2-TZVPD basis set)
Zn 0.35 1.37 -0.41
S 2.89 1.35 0.01
O 3.72 0.15 -0.03
O 2.03 1.47 -1.22
O 1.80 1.28 0.92
O 3.76 2.47 0.26
C -5.66 -2.56 -3.73
C -5.50 -3.08 -2.27
N -4.34 -2.47 -1.57
C -4.56 -1.15 -1.05
C -6.00 -0.91 -0.50
C -3.82 -3.41 -0.47
C -3.07 -4.62 -1.05
H -6.63 -2.78 -4.17
H -5.03 -3.04 -4.48
H -5.49 -1.48 -3.67
H -6.45 -2.95 -1.76
H -5.43 -4.16 -2.29
H -3.80 -0.76 -0.37
H -4.54 -0.37 -1.81
H -6.25 -1.47 0.39
H -6.11 0.13 -0.18
H -6.81 -1.03 -1.22
H -4.64 -3.61 0.21
H -3.17 -2.86 0.21
H -2.86 -5.36 -0.28
H -2.09 -4.29 -1.38
H -3.54 -5.19 -1.86
C -3.43 -4.95 3.14
C -2.02 -4.90 2.52
N -0.90 -5.01 3.48
C -0.82 -6.34 4.07
C -0.76 -7.64 3.13
C 0.45 -4.51 2.83
C 0.34 -3.10 2.47
H -3.46 -4.26 3.98
H -3.58 -5.97 3.50
H -4.26 -4.76 2.46
H -1.99 -5.53 1.63
H -1.93 -3.92 2.04
H 0.00 -6.40 4.79
H -1.68 -6.51 4.71
H -0.58 -8.51 3.76
H -1.71 -7.79 2.61
H 0.09 -7.46 2.47
H 0.68 -5.14 1.97
H 1.11 -4.69 3.67
H -0.26 -2.86 1.58
H 1.31 -2.66 2.23
H -0.10 -2.61 3.33
C 0.11 -2.65 -1.76
C 0.93 -1.71 -0.96
O 0.41 -0.69 -0.38
N 2.24 -1.89 -0.96
C 3.02 -2.83 -1.80
H -0.91 -2.52 -1.38
H 0.24 -3.73 -1.73
H -0.08 -2.39 -2.80
H 2.76 -1.12 -0.56
H 4.00 -2.42 -2.05
H 2.52 -3.12 -2.73
H 3.29 -3.79 -1.36
C 4.05 0.85 3.86
C 3.12 1.91 4.47
O 3.17 2.24 5.64
N 2.39 2.43 3.51
C 1.38 3.48 3.92
H 3.63 -0.03 3.39
H 4.77 0.46 4.58
H 4.51 1.26 2.96
H 2.47 2.00 2.60
H 1.69 4.11 4.76
H 0.40 3.13 4.24
H 1.16 4.14 3.08
C 0.91 5.53 -0.21
C -0.22 4.56 -0.57
O -0.16 3.40 -0.18
N -1.28 5.11 -1.09
C -2.47 4.35 -1.49
H 1.72 5.43 -0.93
H 1.29 5.37 0.80
H 0.46 6.52 -0.11
H -1.31 6.12 -1.03
H -2.43 3.31 -1.15
H -2.64 4.31 -2.57
H -3.40 4.64 -1.01
C -0.91 0.18 2.90
C -1.74 0.88 1.86
O -1.26 1.14 0.75
N -3.07 1.19 2.10
C -4.01 1.85 1.25
H -1.44 0.04 3.84
H -0.08 0.87 3.02
H -0.48 -0.76 2.54
H -3.41 0.81 2.97
H -3.89 2.91 1.48
H -5.03 1.60 1.55
H -4.00 1.77 0.16
C 6.58 1.67 -2.57
C 5.37 1.58 -3.48
O 5.26 2.23 -4.51
N 4.54 0.67 -3.05
C 3.26 0.31 -3.75
H 7.11 2.54 -2.96
H 7.24 0.80 -2.51
H 6.12 1.85 -1.60
H 4.81 0.09 -2.27
H 2.59 -0.31 -3.15
H 3.41 -0.18 -4.71
H 2.74 1.21 -4.08
C 4.77 5.00 -1.15
C 4.65 5.78 0.25
O 4.99 6.93 0.31
N 4.31 5.06 1.32
C 4.15 5.55 2.73
H 5.56 5.62 -1.58
H 3.90 4.86 -1.79
H 5.16 3.99 -1.06
H 4.08 4.10 1.12
H 3.84 4.83 3.48
H 3.48 6.39 2.93
H 5.14 5.79 3.11
C -2.18 0.30 -3.88
C -1.08 1.23 -3.40
O -0.61 1.21 -2.20
N -0.64 2.05 -4.29
C 0.37 3.13 -4.07
H -2.32 0.13 -4.94
H -3.14 0.64 -3.50
H -2.01 -0.66 -3.39
H -0.97 1.83 -5.22
H -0.07 4.07 -3.76
H 0.80 3.33 -5.05
H 1.18 2.95 -3.36
```

Summary:
E_HOMO   -8.50 eV
Total charge   0
LUMO energy   -0.26 eV
Energy relative to the best compared isomer or geometry (same formula, charge and spin)   0.0 kcal/mol
HOMO-LUMO gap   8.24 eV
M   875.5 g/mol

Löwdin population analysis, charges in e, atoms 1 to 4:
1 Zn 0.547
2 S 0.275
3 O -0.323
4 O -0.376

---

# 4
C20H39Br4N4O4Rb | ωB97M-V with the def2-TZVPD basis set

XYZ file:
```
72
C20H39Br4N4O4Rb (ωB97M-V with the def2-TZVPD basis set)
Rb -2.64 -1.03 5.76
C -0.32 -0.54 1.63
C -0.63 -0.71 3.06
O -0.88 -1.87 3.53
O -0.84 0.33 3.70
H 0.72 -0.74 1.37
H -0.60 0.42 1.18
H -0.81 -1.30 1.03
C 4.24 -2.66 -1.42
O 4.72 -3.57 -0.72
N 3.83 -1.43 -0.98
C 3.40 -0.34 -1.90
C 3.77 -1.17 0.47
H 4.05 -2.79 -2.49
H 3.32 -0.65 -2.94
H 4.12 0.47 -1.80
H 2.40 0.05 -1.71
H 2.75 -1.09 0.83
H 4.40 -1.79 1.11
H 4.37 -0.27 0.64
C -0.79 -2.62 -4.08
O -0.89 -2.59 -5.32
N -1.22 -1.66 -3.28
C -0.79 -1.64 -1.86
C -2.11 -0.58 -3.74
H -0.20 -3.37 -3.53
H -1.64 -1.47 -1.20
H 0.07 -1.00 -1.66
H -0.45 -2.62 -1.52
H -2.31 -0.63 -4.82
H -3.02 -0.64 -3.15
H -1.69 0.38 -3.47
C -1.35 2.70 -1.63
C -0.15 2.43 -2.58
C 1.13 3.21 -2.24
C 2.18 3.04 -3.28
N 2.96 2.86 -4.04
H -0.95 2.68 -0.61
H -2.17 2.03 -1.91
H -1.70 3.73 -1.69
H -0.53 2.65 -3.58
H -0.02 1.35 -2.50
H 1.52 2.80 -1.31
H 0.83 4.25 -2.15
C 3.63 4.24 1.91
C 2.36 3.24 2.06
C 1.89 3.23 3.56
C 1.35 4.53 4.05
N 0.97 5.53 4.43
H 3.95 4.42 0.89
H 4.53 3.83 2.38
H 3.48 5.25 2.27
H 2.79 2.31 1.69
H 1.57 3.68 1.44
H 2.65 2.75 4.17
H 1.12 2.46 3.67
Br -3.85 -5.53 0.35
C -2.51 -4.35 1.05
C -1.47 -5.14 1.92
Br -2.45 -5.87 3.54
H -2.99 -3.52 1.58
H -2.00 -3.87 0.22
H -0.70 -4.39 2.13
H -0.91 -5.99 1.53
Br -4.78 -0.06 3.47
C -5.36 -0.67 1.69
C -4.56 0.02 0.58
Br -5.02 1.95 0.54
H -6.40 -0.37 1.58
H -5.14 -1.73 1.77
H -4.80 -0.49 -0.35
H -3.48 -0.09 0.65
```

Summary:
E_HOMO (spin up / spin down)   -11.63 / -11.62 eV
Total charge   +1
LUMO energy (spin up / spin down)   -3.53 / -8.22 eV
HOMO-LUMO gap (spin up / spin down)   8.10 / 3.40 eV
M   804.6 g/mol
2S+1   2

Löwdin population analysis, charges in e, atoms 1 to 4:
1 Rb 0.871
2 C 0.046
3 C -0.650
4 O 0.037

---

# 5
C41H62BiN4O8PSSe | ωB97M-V with the def2-TZVPD basis set

XYZ file:
```
119
C41H62BiN4O8PSSe (ωB97M-V with the def2-TZVPD basis set)
Bi 0.36 2.06 0.22
C -2.94 -3.38 -4.87
C -2.73 -3.32 -3.36
C -4.07 -3.60 -2.66
C -1.72 -4.42 -2.97
C -2.19 -1.96 -2.90
C -1.89 -1.75 -1.57
C -1.40 -0.53 -1.15
Se -0.88 -0.32 0.67
C 0.74 -1.32 0.61
C 0.71 -2.63 1.05
C 1.88 -3.39 1.05
C 3.04 -2.75 0.64
C 3.11 -1.43 0.22
C 1.91 -0.69 0.15
O 1.89 0.55 -0.31
C 4.44 -0.77 -0.15
C 5.63 -1.71 0.05
C 4.68 0.45 0.77
C 4.43 -0.32 -1.62
C 1.83 -4.86 1.49
C 0.85 -5.62 0.58
C 1.34 -4.95 2.94
C 3.20 -5.53 1.40
C -1.21 0.55 -2.02
O -0.78 1.74 -1.59
C -1.51 0.36 -3.38
C -1.98 -0.89 -3.77
C -1.28 1.48 -4.40
C -1.69 1.06 -5.82
C -2.11 2.71 -4.03
C 0.21 1.85 -4.44
H -3.30 -4.37 -5.14
H -3.69 -2.65 -5.20
H -2.02 -3.20 -5.42
H -4.47 -4.56 -2.97
H -3.96 -3.61 -1.58
H -4.80 -2.82 -2.92
H -2.08 -5.39 -3.31
H -0.75 -4.23 -3.43
H -1.58 -4.47 -1.89
H -2.03 -2.54 -0.84
H -0.22 -3.05 1.40
H 3.96 -3.32 0.66
H 5.70 -2.07 1.07
H 5.57 -2.58 -0.62
H 6.55 -1.18 -0.19
H 4.71 0.13 1.82
H 5.63 0.92 0.52
H 3.88 1.18 0.66
H 4.31 -1.19 -2.27
H 3.62 0.37 -1.82
H 5.38 0.16 -1.86
H -0.17 -5.24 0.68
H 1.14 -5.53 -0.47
H 0.84 -6.68 0.85
H 0.35 -4.51 3.06
H 1.28 -5.99 3.26
H 2.02 -4.42 3.61
H 3.58 -5.52 0.38
H 3.93 -5.04 2.04
H 3.11 -6.57 1.72
H -2.20 -1.04 -4.82
H -2.74 0.78 -5.87
H -1.53 1.90 -6.49
H -1.09 0.22 -6.19
H -3.18 2.46 -3.98
H -1.80 3.12 -3.07
H -1.98 3.49 -4.79
H 0.82 0.97 -4.67
H 0.39 2.60 -5.21
H 0.54 2.25 -3.48
O -2.50 2.20 1.20
O -1.27 2.69 1.72
C 3.52 2.82 4.24
N 2.07 2.92 4.11
C 1.70 3.99 3.17
P 1.22 1.51 3.86
O 1.12 1.13 2.42
N -0.21 1.74 4.64
C -0.81 3.04 4.94
C -1.20 0.70 4.38
N 1.98 0.29 4.65
C 2.46 -0.91 3.98
C 2.03 0.23 6.10
H 3.90 3.78 4.57
H 4.00 2.56 3.29
H 3.79 2.07 4.98
H 1.92 4.97 3.62
H 0.64 3.97 2.93
H 2.27 3.91 2.24
H -0.03 3.75 5.21
H -1.47 2.92 5.79
H -1.38 3.42 4.09
H -0.72 -0.27 4.30
H -1.75 0.90 3.45
H -1.91 0.67 5.20
H 2.42 -0.78 2.90
H 1.84 -1.77 4.24
H 3.49 -1.12 4.27
H 1.67 1.17 6.53
H 3.06 0.07 6.44
H 1.41 -0.58 6.48
O -1.25 4.34 -0.56
C -2.42 4.05 -0.49
N -3.04 3.13 0.31
S -4.69 2.84 0.03
O -5.45 3.24 1.16
O -4.84 1.53 -0.51
C -4.73 4.08 -1.22
C -5.82 4.48 -1.95
C -5.63 5.51 -2.86
C -4.38 6.12 -3.00
C -3.29 5.69 -2.25
C -3.49 4.66 -1.35
H -6.79 4.00 -1.84
H -6.46 5.86 -3.46
H -4.25 6.92 -3.71
H -2.31 6.14 -2.35
```

Summary:
E_HOMO   -7.55 eV
Total charge   0
LUMO energy   0.01 eV
Energy relative to the best compared isomer or geometry (same formula, charge and spin)   0.0 kcal/mol
HOMO-LUMO gap   7.56 eV
M   1089.9 g/mol

Löwdin population analysis, charges in e, atoms 1 to 4:
1 Bi 1.840
2 C -0.067
3 C -0.557
4 C -0.045

---

# 6
C20H33N3O3S2 | ωB97M-V with the def2-TZVPD basis set

XYZ file:
```
61
C20H33N3O3S2 (ωB97M-V with the def2-TZVPD basis set)
C 3.23 2.01 -0.64
H 2.88 3.02 -0.83
H 4.17 1.86 -1.18
H 3.42 1.90 0.42
C 2.19 0.98 -1.09
C 2.70 -0.43 -0.80
H 1.97 -1.18 -1.08
H 2.91 -0.54 0.26
H 3.62 -0.61 -1.35
C 1.84 1.16 -2.57
C 0.51 0.50 -2.93
C 0.20 0.58 -4.43
C -1.18 0.01 -4.79
C -1.29 -1.51 -4.59
H -1.42 -2.01 -5.55
C -2.47 -1.90 -3.69
N -2.36 -1.30 -2.38
C -3.24 -0.41 -1.90
S -4.69 -0.06 -2.61
N -2.93 0.27 -0.75
C -1.84 0.16 0.11
C -1.21 -1.05 0.39
C -0.12 -1.09 1.25
C 0.32 0.08 1.85
C -0.32 1.28 1.61
C -1.40 1.33 0.76
H -1.90 2.26 0.56
H 0.06 2.18 2.08
S 1.76 0.04 2.92
O 2.39 1.32 2.86
O 2.51 -1.14 2.60
N 1.22 -0.16 4.48
C 0.59 0.95 5.15
H 0.95 1.86 4.67
C -0.93 0.83 5.08
H -1.40 1.58 5.73
O -1.37 -0.42 5.56
C -0.82 -1.48 4.81
H -1.21 -2.40 5.25
C 0.71 -1.46 4.87
H 1.15 -2.20 4.20
H 1.03 -1.65 5.90
H -1.16 -1.41 3.76
H -1.28 0.98 4.05
H 0.91 0.94 6.20
H 0.39 -2.01 1.45
H -1.58 -1.97 -0.04
H -3.55 1.05 -0.58
H -1.43 -1.29 -1.99
H -2.51 -2.99 -3.59
H -3.42 -1.56 -4.13
H -0.37 -1.89 -4.14
H -1.40 0.26 -5.83
H -1.93 0.52 -4.18
H 0.23 1.63 -4.73
H 0.97 0.05 -4.99
H -0.29 0.98 -2.37
H 0.55 -0.55 -2.63
H 2.63 0.74 -3.19
H 1.77 2.22 -2.80
H 1.28 1.16 -0.50
```

Summary:
E_HOMO   -8.44 eV
Total charge   0
LUMO energy   0.10 eV
Energy relative to the best compared isomer or geometry (same formula, charge and spin)   1.4 kcal/mol
HOMO-LUMO gap   8.54 eV
M   427.6 g/mol

natural (NBO) population analysis, charges in e, atoms 1 to 4:
1 C -0.605
2 H 0.200
3 H 0.199
4 H 0.225

---

# 7
C7H7NO | ωB97M-V with the def2-TZVPD basis set

XYZ file:
```
16
C7H7NO (ωB97M-V with the def2-TZVPD basis set)
C 1.66 1.36 0.21
C 0.40 1.71 -0.02
C -1.31 -1.50 0.22
C -0.05 -1.73 -0.12
C 1.83 -0.10 0.01
C -1.61 -0.02 0.19
C -0.37 0.53 -0.52
N 0.61 -0.55 -0.44
O 2.81 -0.78 0.20
H 2.47 1.98 0.55
H -0.04 2.69 0.06
H -2.04 -2.23 0.50
H 0.50 -2.65 -0.13
H -2.53 0.21 -0.34
H -1.71 0.37 1.21
H -0.61 0.70 -1.58
```

Summary:
E_HOMO   -8.53 eV
Total charge   0
LUMO energy   0.67 eV
Energy relative to the best compared isomer or geometry (same formula, charge and spin)   0.0 kcal/mol
HOMO-LUMO gap   9.20 eV
M   121.1 g/mol

natural (NBO) population analysis, charges in e, atoms 1 to 4:
1 C -0.286
2 C -0.131
3 C -0.241
4 C 0.000

---

- Look up the M of the seventh one.
  121.1 g/mol

---

- What is the formula in the first record?
  C6H8O2